{
  "formula": "C32H39FeN5S",
  "method": "wB97M-V/def2-TZVPD",
  "species": ["Fe", "N", "N", "C", "C", "C", "C", "H", "H", "H", "C", "C", "H", "H", "H", "C", "C", "H", "H", "H", "C", "H", "H", "H", "C", "H", "H", "H", "C", "H", "C", "H", "C", "H", "C", "H", "C", "C", "H", "C", "C", "H", "C", "H", "N", "C", "C", "C", "H", "C", "C", "H", "H", "H", "C", "H", "C", "C", "H", "H", "H", "C", "H", "H", "H", "C", "N", "C", "C", "N", "C", "S", "H", "H", "H", "H", "H", "H"],
  "positions_angstrom": [[0.50223, -0.09721, 0.55942], [0.92103, -2.79346, 3.31016], [0.33707, -2.25837, -0.73120], [1.21417, 1.69809, 0.00063], [2.30134, 0.80078, 0.33937], [2.11767, 0.39095, 1.71244], [3.06517, -0.40107, 2.56452], [3.90299, -0.77419, 1.96379], [2.54355, -1.25412, 3.02788], [3.48112, 0.22316, 3.37109], [0.92563, 1.02044, 2.22252], [0.51826, 0.98039, 3.65649], [1.18434, 1.62203, 4.25999], [0.59626, -0.04211, 4.05468], [-0.50685, 1.34177, 3.79865], [0.37264, 1.84321, 1.17233], [-0.65704, 2.90727, 1.33637], [-1.35059, 2.68412, 2.15389], [-1.23068, 3.04741, 0.40897], [-0.16095, 3.86462, 1.57390], [3.47809, 0.48050, -0.52248], [4.31026, 1.18322, -0.35010], [3.20662, 0.54234, -1.58367], [3.84633, -0.53332, -0.31426], [1.11698, 2.54104, -1.22516], [0.06693, 2.77005, -1.45257], [1.54616, 2.02011, -2.09070], [1.65820, 3.49293, -1.09160], [0.37559, -3.65386, 4.18612], [0.81092, -3.71843, 5.17866], [-0.72104, -4.47161, 3.89080], [-1.13863, -5.14493, 4.63113], [-1.27905, -4.41840, 2.61635], [-2.10827, -5.03311, 2.28474], [-0.72846, -3.54968, 1.69502], [-0.99249, -3.45523, 0.63973], [0.38251, -2.76550, 2.06403], [1.05586, -1.87705, 1.09762], [2.10214, -2.21077, 0.87169], [0.10472, -0.97406, -1.14309], [0.97622, -2.93649, -1.74102], [1.44472, -3.90350, -1.56227], [0.80988, -2.24000, -2.87229], [0.97187, -2.50833, -3.88196], [0.28238, -0.98395, -2.52588], [0.09912, 0.08226, -3.43802], [1.10984, 0.34674, -4.37806], [0.89868, 1.43829, -5.23494], [1.65289, 1.68964, -5.97036], [-0.25690, 2.21221, -5.13596], [-0.46330, 3.36669, -6.07803], [-1.00425, 4.17953, -5.57699], [-1.05250, 3.05956, -6.95558], [0.50500, 3.73966, -6.43444], [-1.24515, 1.90566, -4.19855], [-2.14740, 2.49770, -4.14063], [-1.08168, 0.81884, -3.32497], [-2.12729, 0.46705, -2.32736], [-2.34140, -0.60837, -2.29441], [-3.05773, 0.98983, -2.57725], [-1.85065, 0.78005, -1.30861], [2.40129, -0.39814, -4.44032], [2.30115, -1.39902, -4.87709], [2.88787, -0.49539, -3.46165], [3.09572, 0.15304, -5.08647], [-2.28568, -1.25361, 3.99905], [-2.90306, -0.13273, 3.30811], [-3.92513, 0.66735, 3.80094], [-4.24931, 1.55359, 2.82818], [-3.42967, 1.26534, 1.74600], [-2.57898, 0.24575, 2.04774], [-1.49691, -0.59453, 1.00555], [-2.72143, -2.20291, 3.66285], [-1.21158, -1.27752, 3.77785], [-2.44268, -1.13394, 5.07600], [-4.32282, 0.51110, 4.78738], [-4.98033, 2.33946, 2.80501], [-3.43151, 1.73115, 0.84030]],
  "forces_ev_per_a": [[-2.01, -2.42, -1.66], [-0.44, -0.56, -0.17], [1.88, 1.43, 2.21], [1.17, 1.47, 1.45], [0.56, 1.51, 0.87], [1.05, 2.42, 0.54], [-0.19, -0.18, -0.09], [-0.10, -0.01, 0.15], [0.36, 0.23, -0.05], [-0.10, -0.10, -0.21], [1.45, 1.65, -0.09], [-0.08, -0.10, 0.19], [-0.20, -0.17, -0.10], [-0.04, 0.24, -0.03], [0.14, -0.09, 0.01], [2.09, 1.29, 0.43], [-0.17, 0.02, -0.04], [0.09, 0.15, -0.20], [-0.05, 0.04, 0.28], [-0.18, -0.22, -0.09], [0.04, -0.09, -0.09], [-0.16, -0.18, -0.06], [0.11, -0.06, 0.18], [0.00, 0.17, -0.16], [-0.13, -0.12, -0.25], [0.28, 0.02, -0.07], [-0.12, 0.21, 0.06], [-0.16, -0.21, -0.05], [-0.76, -0.17, -0.57], [0.14, 0.21, -0.06], [0.19, 0.09, 0.31], [0.18, 0.08, 0.07], [0.27, 0.51, -0.79], [-0.02, -0.11, 0.34], [0.50, 0.02, -0.15], [-0.42, -0.29, 0.58], [0.54, -0.46, -0.12], [0.48, -3.60, -1.40], [-0.89, 0.22, 0.22], [-0.62, -0.82, -2.40], [-0.22, -1.32, 0.13], [-0.40, 0.20, -0.27], [0.01, 0.71, 0.05], [0.17, -0.24, -0.56], [0.48, -1.44, 1.13], [0.24, -0.23, 0.19], [-0.81, 0.94, -0.04], [-0.40, -0.43, 0.64], [0.05, 0.04, -0.02], [-0.21, 0.04, -0.11], [-0.01, 0.14, -0.14], [0.16, -0.12, -0.18], [0.14, 0.10, 0.20], [-0.26, 0.04, 0.03], [0.72, -0.69, 0.19], [-0.06, 0.07, 0.00], [0.28, 0.51, -0.81], [-0.69, 0.33, 0.23], [0.16, 0.21, 0.08], [0.13, -0.10, 0.04], [-0.06, -0.21, -0.32], [0.72, -0.06, -0.34], [0.08, 0.24, 0.14], [-0.26, -0.12, -0.16], [-0.11, -0.07, 0.11], [0.03, -0.12, -0.01], [0.16, 0.15, 0.08], [0.05, 0.16, -0.36], [0.51, -0.53, -0.20], [0.35, -0.42, 0.81], [-0.62, -0.33, -0.08], [-4.50, -0.04, 0.79], [0.08, 0.25, 0.09], [-0.35, 0.05, 0.07], [0.04, -0.01, -0.22], [-0.03, 0.09, 0.02], [-0.04, 0.04, -0.04], [-0.19, 0.16, -0.12]],
  "spin_multiplicity": 6,
  "s_squared": 8.811,
  "orbital_gap_ev": [2.09, 7.04],
  "e_lumo_ev": [2.600, 2.560],
  "charge": -1
}